Entry 1:
Density functional theory data (the ωB97M-V functional and the def2-TZVPD basis) for a molecular structure, C27H27N5P2PtSSe.

Structure (XYZ):
```
64
Properties=species:S:1:pos:R:3:forces:R:3:lowdin_charge:R:1
Pt -0.41068 -0.39348 -0.33808 0.4 -1.2 0.6 0.163
N -2.10208 -2.69071 0.42784 0.2 -0.5 -0.2 -0.359
P -2.28727 -1.44995 -0.71962 -0.5 0.4 -0.2 0.669
C -2.67227 -2.20013 -2.31589 -0.1 0.0 0.0 -0.338
C -3.57300 -3.25858 -2.43515 0.0 0.0 0.0 -0.093
C -3.90373 -3.75157 -3.68542 0.0 0.0 0.0 -0.087
C -3.34961 -3.17439 -4.82363 0.0 0.0 0.0 -0.084
C -2.45892 -2.11968 -4.70790 0.0 0.0 0.0 -0.070
C -2.11158 -1.63033 -3.45364 0.0 -0.1 -0.1 -0.095
C -3.86188 -0.66684 -0.21940 0.1 -0.1 0.0 -0.327
C -4.66837 -1.27489 0.73801 -0.1 0.0 0.0 -0.113
C -5.85901 -0.68296 1.14201 0.1 0.0 0.0 -0.090
C -6.25104 0.52345 0.58381 0.0 0.0 0.0 -0.092
C -5.45598 1.12730 -0.38249 0.0 0.0 0.0 -0.076
C -4.26708 0.53868 -0.78913 -0.1 0.0 0.0 -0.122
P -0.50079 -2.52933 1.03915 -0.3 1.3 -0.1 0.859
C -0.02809 -4.26059 1.31290 0.1 0.0 -0.2 -0.349
C 0.39091 -4.99128 0.19969 0.0 0.0 0.0 -0.099
C 0.67723 -6.34147 0.31617 0.0 0.0 0.0 -0.080
C 0.55961 -6.96886 1.55029 0.0 0.0 0.0 -0.082
C 0.16299 -6.24339 2.66376 0.0 0.0 0.0 -0.078
C -0.13031 -4.89060 2.54939 0.0 0.0 0.0 -0.077
C -0.71287 -1.84998 2.72007 0.0 -0.3 0.1 -0.389
C -1.95766 -1.63901 3.29986 0.0 0.0 0.0 -0.090
C -2.05643 -1.03481 4.54736 0.0 0.0 0.0 -0.085
C -0.91052 -0.63756 5.22358 0.0 0.0 0.0 -0.092
C 0.33775 -0.85148 4.65094 0.0 0.0 0.0 -0.086
C 0.43476 -1.45089 3.40413 0.0 0.0 0.0 -0.129
H -2.49574 -3.61322 0.28769 -0.1 0.0 0.2 0.071
H -4.03211 -3.69850 -1.55546 0.0 0.0 0.0 0.100
H -4.59680 -4.57752 -3.77682 0.0 0.0 0.0 0.102
H -3.62112 -3.54859 -5.80245 0.0 0.0 0.0 0.103
H -2.02727 -1.67230 -5.59350 0.0 0.0 0.0 0.107
H -1.41881 -0.80270 -3.34379 0.0 0.0 0.0 0.037
H -4.36788 -2.21714 1.17592 0.0 0.0 0.0 0.080
H -6.47615 -1.16715 1.88804 0.0 0.0 0.0 0.100
H -7.17566 0.99079 0.89860 0.0 0.0 0.0 0.100
H -5.76180 2.06659 -0.82556 0.0 0.0 0.0 0.105
H -3.63099 1.02886 -1.51708 0.0 0.0 0.0 0.005
H 0.49281 -4.49876 -0.76124 0.0 0.0 0.0 0.107
H 0.99812 -6.90105 -0.55235 0.0 0.0 0.0 0.105
H 0.78282 -8.02363 1.64352 0.0 0.0 0.0 0.104
H 0.07759 -6.73014 3.62644 0.0 0.0 0.0 0.105
H -0.43849 -4.32960 3.42253 0.0 0.0 0.0 0.102
H -2.84978 -1.93086 2.76466 0.0 0.0 0.0 0.078
H -3.03108 -0.88006 4.99371 0.0 0.0 0.0 0.103
H -0.98673 -0.16414 6.19426 0.0 0.0 0.0 0.103
H 1.23486 -0.54372 5.17253 0.0 0.0 0.0 0.106
H 1.41048 -1.58915 2.95132 0.0 0.0 0.0 0.098
C -1.74542 3.24992 4.03382 0.0 0.0 0.0 -0.003
C -0.51693 2.70853 3.40928 0.2 0.0 0.0 -0.335
N 0.69575 2.89973 3.83074 -0.1 -0.1 -0.1 0.125
N 1.45906 2.20082 2.94186 0.1 0.1 0.1 0.018
C 0.75312 1.56678 1.99609 0.0 -0.1 -0.2 -0.721
S 1.44960 0.64266 0.75503 0.2 0.2 0.1 0.520
N -0.52845 1.89515 2.29849 -0.1 0.0 -0.1 -0.060
N -1.64921 1.43965 1.61265 0.0 -0.1 0.4 0.085
H -1.46081 3.93396 4.82849 0.0 0.0 0.0 0.087
H -2.34979 2.44706 4.46111 0.0 0.0 0.0 0.080
H -2.35120 3.78547 3.30197 0.0 0.0 0.0 0.089
H 2.46180 2.20447 3.00855 0.0 0.0 0.0 0.151
H -1.70515 1.87617 0.68101 0.0 0.0 -0.1 -0.056
H -2.47256 1.57929 2.18224 0.0 0.1 0.0 0.091
Se -1.03462 1.53415 -1.60566 0.0 0.3 -0.2 -0.100
```
Forces are in eV/Å.

Summary:
LUMO (eV): 0.3
ΔE to the lowest compared entry with this formula, charge and spin (eV): 0.000
Spin multiplicity: 1
E (a.u.): -4920.55399
Gap between HOMO and LUMO (eV): 6.11


Entry 2:
Density functional theory data (the ωB97M-V functional and the def2-TZVPD basis) for a single C5H6S2 molecule.

Structure (XYZ):
```
13
Properties=species:S:1:pos:R:3:forces:R:3:lowdin_charge:R:1
C 1.26995 -1.44192 -3.18417 -0.2 5.9 7.9 0.148
C 1.23312 -0.71491 -2.14932 0.4 -3.6 -4.3 -0.177
C 1.12200 -0.06344 -0.84205 1.7 1.8 0.4 -0.553
S -0.56159 -0.01040 -0.33745 -0.7 0.3 0.5 0.933
C -0.45737 0.61465 1.30831 2.8 1.8 -0.4 -1.174
C -1.73121 0.40602 1.91628 -2.0 1.5 -1.5 -0.252
S 0.67564 1.57742 2.07571 -0.4 -1.3 -1.3 0.646
H 1.22927 -2.13722 -3.89005 0.0 -2.3 -2.8 -0.025
H 1.63535 0.96067 -0.72782 -1.0 -1.2 -0.7 0.105
H 1.55382 -0.57200 0.01602 0.7 -0.7 -0.5 0.069
H -2.29418 1.22994 1.23633 0.2 -2.1 1.7 0.144
H -1.71100 0.79145 2.93032 -0.4 -0.6 0.1 0.064
H -1.96379 -0.64026 1.64790 -1.0 0.6 0.9 0.074
```
Forces are in eV/Å.

Summary:
LUMO (eV): -0.3
ΔE to the lowest compared entry with this formula, charge and spin (eV): 2.899
Spin multiplicity: 1
E (a.u.): -990.35844
SMILES string: C#CCSC(C)=S
Gap between HOMO and LUMO (eV): 8.49


Entry 3:
Density functional theory data (the ωB97M-V functional and the def2-TZVPD basis) for 2 unconnected molecules or ions with the total composition CH2FN5.

Structure (XYZ):
```
9
Properties=species:S:1:pos:R:3:forces:R:3:lowdin_charge:R:1
C 0.09972 1.08374 4.39523 0.7 -0.7 1.0 -0.326
N 0.14341 0.93644 5.53459 0.5 0.1 0.7 0.159
N -0.32459 1.23439 3.18373 -2.0 1.8 -2.2 0.098
N 0.05037 0.71126 2.13916 0.8 -1.5 0.5 0.048
N 0.16400 -0.06965 -0.18802 0.5 1.3 2.4 0.139
N -0.47334 0.30338 1.14985 -0.2 -0.8 -3.6 0.024
F -1.84697 1.08100 0.35800 0.9 -0.4 1.2 -0.268
H -0.64831 0.13263 -0.71016 -1.1 0.6 -1.2 0.039
H 0.29644 -1.06971 -0.29849 -0.1 -0.4 1.2 0.087
```
Forces are in eV/Å.

Summary:
LUMO (alpha / beta) (eV): -2.2 / -2.2
ΔE to the lowest compared entry with this formula, charge and spin (eV): 2.013
Spin multiplicity: 1
E (a.u.): -412.69157
Gap between HOMO and LUMO (alpha / beta) (eV): 8.20 / 8.20